1.
{
  "formula": "C40H50F30O20",
  "method": "ωB97M-V/def2-TZVPD",
  "max_force_ev_per_a": 6.0,
  "relative_energy_ev": 4.595,
  "charge": -1,
  "spin_multiplicity": 2,
  "homo_lumo_gap_ha": [0.0722, 0.2334],
  "elements": ["C", "C", "O", "C", "O", "C", "F", "F", "F", "H", "H", "H", "H", "H", "C", "C", "O", "C", "O", "C", "F", "F", "F", "H", "H", "H", "H", "H", "C", "C", "O", "C", "O", "C", "F", "F", "F", "H", "H", "H", "H", "H", "C", "C", "O", "C", "O", "C", "F", "F", "F", "H", "H", "H", "H", "H", "C", "C", "O", "C", "O", "C", "F", "F", "F", "H", "H", "H", "H", "H", "C", "C", "O", "C", "O", "C", "F", "F", "F", "H", "H", "H", "H", "H", "C", "C", "O", "C", "O", "C", "F", "F", "F", "H", "H", "H", "H", "H", "C", "C", "O", "C", "O", "C", "F", "F", "F", "H", "H", "H", "H", "H", "C", "C", "O", "C", "O", "C", "F", "F", "F", "H", "H", "H", "H", "H", "C", "C", "O", "C", "O", "C", "F", "F", "F", "H", "H", "H", "H", "H"],
  "positions_angstrom": [[-7.607, 3.620, -2.768], [-6.290, 4.480, -2.680], [-5.127, 3.633, -2.611], [-3.801, 4.272, -2.617], [-3.642, 5.530, -2.737], [-2.629, 3.298, -2.349], [-1.929, 3.805, -1.342], [-2.983, 2.116, -1.997], [-1.770, 3.237, -3.367], [-7.586, 3.114, -3.732], [-8.595, 4.078, -2.717], [-7.641, 2.775, -2.080], [-6.269, 5.132, -1.807], [-6.270, 5.223, -3.477], [-6.171, 2.737, 1.833], [-5.180, 2.272, 0.768], [-5.817, 1.333, -0.158], [-5.906, 0.022, 0.273], [-5.513, -0.249, 1.415], [-6.461, -0.892, -0.789], [-6.326, -0.387, -2.020], [-5.741, -2.109, -0.779], [-7.784, -1.092, -0.580], [-5.605, 3.044, 2.712], [-6.925, 1.973, 2.026], [-6.770, 3.558, 1.440], [-4.297, 1.826, 1.227], [-4.905, 3.148, 0.180], [-4.106, 6.263, 9.854], [-4.692, 5.684, 8.462], [-3.820, 5.109, 7.548], [-4.202, 4.668, 6.282], [-5.248, 4.918, 5.674], [-3.100, 3.821, 5.644], [-3.496, 2.496, 5.583], [-2.768, 4.166, 4.365], [-1.955, 3.856, 6.387], [-3.133, 6.748, 9.940], [-4.190, 5.514, 10.641], [-4.869, 6.976, 10.164], [-5.340, 6.426, 7.995], [-5.505, 5.025, 8.767], [4.207, -0.354, -4.770], [5.171, 0.056, -5.876], [4.378, 0.524, -6.940], [4.932, 0.688, -8.251], [6.133, 0.468, -8.530], [3.922, 1.063, -9.325], [3.998, 0.262, -10.440], [2.686, 0.893, -8.750], [4.165, 2.355, -9.598], [4.564, -0.608, -3.772], [3.784, -1.307, -5.089], [3.352, 0.321, -4.732], [5.811, -0.787, -6.134], [5.847, 0.875, -5.629], [-1.523, -4.924, -7.702], [-1.340, -3.617, -8.461], [-0.861, -2.633, -7.472], [0.407, -2.581, -7.013], [1.356, -3.269, -7.410], [0.590, -1.506, -5.908], [-0.522, -0.755, -5.619], [1.079, -2.104, -4.812], [1.484, -0.591, -6.298], [-0.572, -5.429, -7.529], [-2.203, -5.634, -8.173], [-1.990, -4.612, -6.768], [-2.309, -3.198, -8.734], [-0.663, -3.626, -9.315], [5.222, 3.864, 9.276], [4.481, 2.597, 8.800], [3.534, 3.024, 7.857], [3.267, 2.282, 6.731], [3.945, 1.274, 6.415], [2.125, 2.844, 5.822], [2.034, 1.984, 4.787], [1.041, 2.961, 6.545], [2.411, 4.056, 5.328], [5.842, 4.230, 8.457], [5.840, 3.636, 10.144], [4.526, 4.631, 9.617], [3.846, 2.096, 9.531], [5.141, 1.758, 8.578], [2.876, -4.423, -2.996], [2.056, -5.256, -3.994], [0.785, -5.266, -3.360], [-0.183, -6.005, -3.978], [0.077, -6.832, -4.927], [-1.647, -5.772, -3.467], [-1.768, -4.832, -2.518], [-2.387, -5.543, -4.561], [-2.262, -6.919, -2.993], [2.491, -3.407, -2.912], [3.939, -4.477, -3.231], [2.845, -4.717, -1.947], [2.465, -6.257, -4.135], [2.061, -4.739, -4.953], [9.288, -1.767, 3.861], [7.809, -2.106, 3.811], [7.164, -1.949, 2.572], [6.520, -0.792, 2.267], [6.634, 0.250, 3.001], [5.668, -0.852, 0.971], [6.151, 0.005, 0.021], [5.715, -2.005, 0.348], [4.402, -0.554, 1.321], [9.534, -2.054, 4.884], [9.659, -0.754, 3.708], [9.805, -2.319, 3.076], [7.333, -1.598, 4.650], [7.683, -3.169, 4.018], [-0.252, 2.019, 2.059], [-0.688, 1.034, 1.067], [0.337, 0.486, 0.421], [0.024, -0.267, -0.640], [-1.078, -0.451, -1.199], [1.360, -0.712, -1.314], [2.313, -0.895, -0.432], [1.178, -1.820, -1.914], [1.807, 0.117, -2.317], [0.568, 1.669, 2.685], [-1.094, 2.448, 2.602], [0.231, 2.881, 1.600], [-1.489, 1.428, 0.441], [-1.202, 0.345, 1.737], [-3.159, -3.357, 1.049], [-1.691, -3.102, 1.018], [-1.115, -4.323, 1.327], [0.267, -4.398, 1.238], [0.910, -3.525, 0.628], [1.033, -5.447, 2.074], [2.029, -4.780, 2.707], [0.198, -5.898, 2.978], [1.467, -6.336, 1.253], [-3.581, -3.841, 1.930], [-3.565, -3.883, 0.185], [-3.773, -2.456, 1.054], [-1.501, -2.385, 1.817], [-1.420, -2.817, 0.002]]
}

2.
{
  "formula": "C40H50N8O3",
  "method": "ωB97M-V/def2-TZVPD",
  "max_force_ev_per_a": 5.3,
  "charge": 0,
  "smiles": "O=C1OCCO1.c1ccncc1.c1ccncc1.c1ccncc1.c1ccncc1.c1ccncc1.CCCC#N.CCCC#N.CCCC#N",
  "homo_lumo_gap_ha": 0.2942,
  "elements": ["O", "C", "O", "C", "C", "O", "H", "H", "H", "H", "C", "C", "C", "N", "C", "C", "H", "H", "H", "H", "H", "C", "C", "C", "N", "C", "C", "H", "H", "H", "H", "H", "C", "C", "C", "N", "C", "C", "H", "H", "H", "H", "H", "C", "C", "C", "N", "C", "C", "H", "H", "H", "H", "H", "C", "C", "C", "N", "C", "C", "H", "H", "H", "H", "H", "C", "C", "C", "C", "N", "H", "H", "H", "H", "H", "H", "H", "C", "C", "C", "C", "N", "H", "H", "H", "H", "H", "H", "H", "C", "C", "C", "C", "N", "H", "H", "H", "H", "H", "H", "H"],
  "positions_angstrom": [[-3.995, 0.494, -2.060], [-3.742, 1.626, -1.578], [-4.225, 2.764, -2.142], [-3.515, 3.892, -1.621], [-3.026, 3.362, -0.301], [-2.889, 1.971, -0.597], [-2.644, 4.048, -2.258], [-4.172, 4.744, -1.444], [-3.739, 3.486, 0.514], [-2.101, 3.878, -0.045], [4.325, 2.609, -1.434], [3.556, 1.754, -2.257], [2.207, 1.569, -1.904], [1.554, 2.158, -0.851], [2.329, 2.906, -0.058], [3.702, 3.231, -0.346], [5.366, 2.847, -1.592], [3.991, 1.202, -3.077], [1.725, 0.800, -2.490], [1.881, 3.341, 0.823], [4.310, 3.923, 0.219], [1.918, -0.490, -3.403], [2.819, -0.507, -4.466], [4.151, -0.922, -4.282], [4.601, -1.345, -3.090], [3.684, -1.461, -2.095], [2.342, -1.018, -2.192], [0.922, -0.112, -3.581], [2.601, -0.191, -5.475], [4.891, -0.924, -5.069], [4.083, -1.813, -1.155], [1.677, -0.964, -1.342], [3.146, 0.907, 1.277], [4.155, 1.677, 1.917], [5.340, 1.007, 2.299], [5.516, -0.291, 2.044], [4.537, -0.987, 1.429], [3.288, -0.441, 1.135], [2.234, 1.372, 0.932], [4.110, 2.748, 2.047], [6.252, 1.491, 2.615], [4.810, -2.006, 1.201], [2.579, -1.001, 0.543], [-3.547, -2.256, 3.688], [-3.107, -2.114, 2.352], [-1.759, -2.021, 2.088], [-0.863, -1.857, 3.079], [-1.325, -1.921, 4.388], [-2.647, -2.132, 4.721], [-4.561, -2.464, 3.996], [-3.797, -2.109, 1.521], [-1.376, -2.056, 1.079], [-0.665, -1.903, 5.243], [-3.000, -2.292, 5.729], [-0.205, 0.591, -0.900], [0.648, -0.430, -0.409], [0.122, -1.708, -0.174], [-1.167, -2.039, -0.461], [-1.933, -1.037, -0.906], [-1.517, 0.264, -1.141], [0.121, 1.599, -1.111], [1.692, -0.241, -0.207], [0.723, -2.520, 0.208], [-2.954, -1.386, -0.943], [-2.280, 0.919, -1.534], [1.914, 0.731, 3.769], [0.536, 0.266, 3.453], [0.546, -0.385, 2.010], [1.380, -1.629, 1.808], [1.976, -2.603, 1.631], [1.925, 1.163, 4.770], [2.224, 1.474, 3.034], [2.608, -0.108, 3.724], [-0.241, 1.029, 3.490], [0.363, -0.488, 4.221], [0.786, 0.376, 1.268], [-0.451, -0.709, 1.712], [-4.952, 1.083, 2.994], [-4.006, 1.689, 1.986], [-2.869, 0.782, 1.377], [-3.476, -0.363, 0.667], [-3.981, -1.254, 0.126], [-5.766, 0.561, 2.491], [-5.479, 1.802, 3.621], [-4.467, 0.319, 3.602], [-3.498, 2.575, 2.368], [-4.584, 2.173, 1.199], [-2.293, 0.397, 2.219], [-2.140, 1.339, 0.789], [0.105, -2.242, -3.183], [-1.360, -2.626, -3.049], [-2.126, -2.753, -4.334], [-1.579, -3.719, -5.349], [-1.105, -4.481, -6.106], [0.593, -2.203, -2.209], [0.326, -1.261, -3.603], [0.665, -2.985, -3.750], [-1.776, -1.800, -2.472], [-1.542, -3.469, -2.382], [-2.268, -1.803, -4.849], [-3.140, -3.103, -4.141]]
}

3.
{
  "formula": "C40H51BN9O3S2Y",
  "method": "ωB97M-V/def2-TZVPD",
  "max_force_ev_per_a": 0.6,
  "relative_energy_ev": 2.765,
  "charge": 2,
  "homo_lumo_gap_ha": 0.1957,
  "elements": ["Y", "C", "C", "C", "C", "C", "N", "C", "C", "C", "N", "C", "C", "C", "C", "C", "C", "C", "C", "N", "C", "C", "C", "N", "C", "C", "C", "C", "O", "C", "O", "H", "H", "H", "H", "H", "H", "H", "H", "H", "H", "H", "H", "H", "H", "H", "H", "H", "H", "H", "H", "H", "H", "H", "H", "H", "H", "H", "H", "C", "N", "C", "C", "N", "B", "N", "C", "C", "N", "C", "C", "S", "C", "S", "H", "H", "H", "H", "H", "H", "H", "H", "H", "H", "H", "H", "O", "C", "C", "C", "C", "C", "C", "C", "C", "N", "H", "H", "H", "H", "H", "H", "H", "H", "H", "H", "H"],
  "positions_angstrom": [[0.769, 0.429, 0.140], [2.645, -6.874, -0.574], [2.164, -5.456, -0.740], [1.306, -5.078, -1.736], [0.929, -3.723, -1.909], [0.257, -3.269, -3.068], [-0.682, -3.893, -3.727], [-1.584, -4.949, -3.205], [-2.119, -4.575, -1.823], [-2.833, -3.217, -1.795], [-2.575, -2.473, -0.562], [-3.289, -2.545, 0.530], [-2.947, -1.945, 1.759], [-3.798, -2.158, 2.872], [-3.487, -1.689, 4.118], [-4.381, -1.891, 5.313], [-2.249, -1.024, 4.245], [-1.384, -0.769, 3.201], [-0.095, -0.164, 3.536], [0.865, 0.180, 2.772], [2.031, 0.696, 3.532], [3.226, 0.947, 2.646], [3.775, -0.262, 1.915], [2.810, -0.897, 0.982], [2.970, -2.157, 0.879], [2.302, -3.100, -0.016], [2.657, -4.427, 0.090], [1.350, -2.711, -1.000], [0.835, -1.546, -1.055], [-1.742, -1.188, 1.889], [-1.039, -0.916, 0.859], [1.972, -7.579, -1.059], [2.710, -7.147, 0.480], [3.636, -7.009, -1.009], [0.976, -5.820, -2.454], [0.546, -2.304, -3.475], [-0.963, -3.469, -4.600], [-1.080, -5.910, -3.175], [-2.382, -5.034, -3.941], [-1.288, -4.547, -1.119], [-2.783, -5.371, -1.484], [-3.909, -3.320, -1.934], [-2.469, -2.578, -2.599], [-1.693, -1.954, -0.449], [-4.207, -3.126, 0.470], [-4.715, -2.719, 2.721], [-5.249, -2.497, 5.055], [-4.746, -0.939, 5.702], [-3.850, -2.392, 6.122], [-1.950, -0.694, 5.237], [0.038, -0.034, 4.615], [2.283, -0.007, 4.331], [1.737, 1.637, 4.004], [4.035, 1.349, 3.261], [2.978, 1.730, 1.932], [4.125, -1.006, 2.636], [4.639, 0.046, 1.323], [3.724, -2.634, 1.512], [3.373, -4.696, 0.862], [3.809, 4.874, 2.197], [2.546, 5.164, 1.522], [1.740, 6.235, 1.857], [0.719, 6.228, 0.981], [0.866, 5.143, 0.135], [-0.227, 4.917, -0.982], [-1.541, 4.313, -0.346], [-2.781, 4.712, -0.807], [-3.721, 3.976, -0.178], [-3.044, 3.118, 0.668], [-3.676, 2.152, 1.552], [-1.715, 3.335, 0.549], [-0.514, 2.511, 1.481], [1.987, 4.512, 0.483], [2.774, 3.056, -0.081], [4.347, 5.806, 2.345], [4.412, 4.217, 1.578], [3.622, 4.404, 3.162], [1.992, 6.906, 2.658], [-0.109, 6.904, 0.868], [-0.525, 6.017, -1.376], [0.148, 4.212, -1.872], [-2.880, 5.497, -1.536], [-4.795, 3.992, -0.238], [-4.478, 1.649, 1.014], [-4.085, 2.647, 2.432], [-2.925, 1.431, 1.861], [-1.484, 0.893, -1.238], [-1.517, 1.830, -2.346], [-1.124, 1.168, -3.646], [0.121, 0.293, -3.505], [1.382, 1.039, -3.143], [2.364, 1.154, -4.065], [3.621, 1.752, -3.658], [3.670, 2.471, -2.536], [2.357, 2.729, -1.840], [1.460, 1.584, -1.856], [-2.159, 0.220, -1.368], [-0.807, 2.600, -2.074], [-2.513, 2.272, -2.403], [-0.965, 1.948, -4.395], [-1.954, 0.549, -4.012], [0.299, -0.230, -4.448], [-0.090, -0.460, -2.747], [2.250, 0.706, -5.042], [4.512, 1.609, -4.257], [4.571, 2.957, -2.187], [1.888, 3.652, -2.192]]
}

4.
{
  "formula": "C40H51N6O6PSZr",
  "method": "ωB97M-V/def2-TZVPD",
  "max_force_ev_per_a": 1.8,
  "relative_energy_ev": 0.741,
  "charge": 0,
  "homo_lumo_gap_ha": 0.2766,
  "elements": ["Zr", "O", "C", "N", "C", "C", "C", "C", "C", "C", "N", "C", "O", "C", "C", "C", "C", "C", "N", "C", "C", "C", "C", "C", "N", "H", "H", "H", "H", "H", "H", "H", "H", "H", "H", "H", "H", "C", "C", "C", "C", "C", "C", "C", "S", "O", "O", "N", "C", "C", "C", "O", "O", "H", "H", "H", "H", "H", "H", "H", "H", "H", "H", "H", "H", "C", "C", "C", "C", "P", "N", "C", "C", "C", "C", "C", "C", "C", "C", "H", "H", "H", "H", "H", "H", "H", "H", "H", "H", "H", "H", "H", "H", "H", "H", "H", "H", "H", "H", "H", "H", "H", "H", "H", "H", "H"],
  "positions_angstrom": [[-0.361, -0.463, -0.108], [1.784, -4.152, -0.113], [1.321, -3.033, -0.269], [0.342, -2.422, 0.453], [-0.254, -3.027, 1.585], [0.029, -4.302, 2.073], [-0.614, -4.771, 3.212], [-1.538, -3.984, 3.872], [-1.847, -2.718, 3.391], [-1.220, -2.235, 2.247], [-1.429, -0.943, 1.695], [-2.488, -0.164, 2.056], [-3.436, -0.455, 2.770], [-2.450, 1.234, 1.467], [-3.348, 2.194, 1.895], [-3.298, 3.447, 1.310], [-2.352, 3.697, 0.327], [-1.489, 2.680, -0.035], [-1.542, 1.476, 0.525], [1.907, -2.186, -1.387], [2.827, -2.751, -2.256], [3.316, -1.975, -3.292], [2.872, -0.667, -3.424], [1.957, -0.185, -2.508], [1.491, -0.930, -1.511], [0.753, -4.912, 1.563], [-0.380, -5.763, 3.578], [-2.035, -4.349, 4.762], [-2.579, -2.107, 3.890], [-4.068, 1.927, 2.656], [-3.993, 4.221, 1.610], [-2.280, 4.661, -0.157], [-0.725, 2.829, -0.790], [3.121, -3.778, -2.097], [4.029, -2.386, -3.994], [3.222, -0.029, -4.223], [1.586, 0.832, -2.569], [-3.698, -0.230, -7.560], [-3.835, -0.182, -6.065], [-2.785, 0.256, -5.268], [-2.885, 0.247, -3.887], [-4.059, -0.196, -3.301], [-5.132, -0.622, -4.074], [-5.010, -0.616, -5.450], [-4.214, -0.181, -1.556], [-5.186, 0.777, -1.118], [-2.885, -0.049, -0.989], [-4.834, -1.652, -1.241], [-4.119, -2.901, -1.579], [-2.633, -2.971, -1.228], [-1.762, -2.338, -2.317], [-1.925, -2.698, -3.469], [-0.886, -1.449, -1.956], [-2.928, 0.457, -7.910], [-4.636, 0.022, -8.053], [-3.417, -1.236, -7.880], [-1.863, 0.583, -5.732], [-2.048, 0.536, -3.269], [-6.042, -0.960, -3.597], [-5.837, -0.957, -6.061], [-5.269, -1.632, -0.325], [-4.232, -3.082, -2.648], [-4.668, -3.679, -1.050], [-2.354, -4.027, -1.193], [-2.450, -2.559, -0.234], [4.446, 0.455, 3.257], [3.154, 0.003, 2.565], [3.474, -1.204, 1.677], [2.174, -0.504, 3.635], [2.265, 1.319, 1.551], [1.095, 0.737, 0.687], [1.573, 2.588, 2.774], [0.309, 1.987, 3.428], [2.512, 3.074, 3.885], [1.128, 3.819, 1.968], [3.511, 2.200, 0.435], [4.333, 1.131, -0.304], [2.736, 2.987, -0.637], [4.493, 3.151, 1.129], [4.784, -0.361, 3.902], [4.321, 1.335, 3.887], [5.248, 0.651, 2.549], [3.694, -2.061, 2.318], [4.334, -1.046, 1.030], [2.614, -1.456, 1.073], [2.595, -1.407, 4.081], [1.205, -0.770, 3.208], [2.021, 0.213, 4.438], [0.531, 1.513, 4.381], [-0.162, 1.247, 2.785], [-0.414, 2.784, 3.620], [2.760, 2.286, 4.593], [1.994, 3.857, 4.447], [3.440, 3.503, 3.508], [0.528, 3.539, 1.103], [1.968, 4.422, 1.630], [0.514, 4.451, 2.613], [3.705, 0.353, -0.735], [5.071, 0.661, 0.340], [4.877, 1.616, -1.119], [1.855, 2.436, -0.965], [3.389, 3.147, -1.499], [2.417, 3.965, -0.283], [5.077, 2.662, 1.907], [4.001, 4.019, 1.564], [5.197, 3.523, 0.378]]
}